Formula: C4H10NO
Source: OMol25
Level of theory: ωB97M-V/def2-TZVPD

The geometry in XYZ format:
```
16
Properties=species:S:1:pos:R:3:mulliken_spin:R:1
C 0.670 0.118 -0.760 0.321
N -0.560 0.791 -0.502 -0.351
C -2.259 1.211 -1.050 0.079
O -2.837 1.772 0.033 -0.004
C 1.567 -0.192 0.525 1.291
C 0.876 -1.369 1.321 3.163
H 0.397 -0.874 -1.108 -0.199
H 1.463 0.469 -1.430 0.184
H -0.915 0.894 0.423 0.017
H -1.992 1.949 -1.876 0.001
H -2.670 0.178 -1.408 -0.002
H 1.575 0.752 1.143 0.044
H 2.531 -0.612 0.306 -1.461
H -0.055 -1.154 1.819 0.045
H 0.654 -2.123 0.577 -0.229
H 1.555 -1.810 1.986 -1.900
```

- energy above the lowest of the compared OMol25 structures with the same formula, charge and spin (eV) = 1.9728
- 2S+1 = 2
- expectation value of S² = 0.751
- E (eV) = -7841.00377
- M (g mol⁻¹) = 88.1
- net charge = -2